1.
{
  "formula": "C3H6NO4",
  "method": "wB97M-V/def2-TZVPD",
  "orbital_gap_ev": 5.48,
  "energy_ha": -473.5357,
  "homo_ev": -3.998,
  "total_charge": -1,
  "symbols": ["C", "N", "C", "C", "O", "O", "O", "H", "H", "H", "H", "H", "H", "O"],
  "coordinates": [[2.11747, -1.56622, 0.28638], [1.54769, -0.34254, 0.51381], [1.14688, 0.38722, -0.47378], [-0.73971, 0.58126, -0.75361], [-0.74250, 1.00008, -1.91169], [-1.01934, 1.42392, 0.24425], [2.74524, -1.93175, -0.67352], [1.90391, -2.28929, 1.09123], [-3.63743, 0.01614, 1.95484], [1.40457, 1.42730, -0.30655], [1.46783, 0.09299, -1.47280], [-1.85921, 1.03693, 0.70603], [-1.22780, -0.39730, -0.57889], [-3.10760, 0.56127, 1.37430]],
  "forces_ev_per_a": [[-1.33, -1.48, 0.23], [-0.44, 0.66, 0.32], [5.81, -0.03, 0.09], [-5.97, 1.86, -0.43], [1.45, -0.40, -0.34], [0.84, -0.17, -0.36], [0.70, 0.35, -0.55], [0.17, 0.12, 0.21], [0.28, -0.08, 0.03], [-1.52, 0.43, 0.09], [-0.82, -0.56, -0.20], [-0.57, -0.47, 1.34], [1.11, -0.56, 0.21], [0.29, 0.32, -0.64]],
  "lowdin_charge": [-0.3837, 0.0762, -0.1041, -0.5503, 0.0319, -0.0015, 0.0334, 0.1118, -0.1377, 0.1228, 0.1140, 0.0048, 0.1628, -0.4803]
}

2.
{
  "formula": "C5H7NS2",
  "method": "wB97M-V/def2-TZVPD",
  "orbital_gap_ev": 8.62,
  "energy_ha": -1045.8389,
  "homo_ev": -8.424,
  "symbols": ["C", "C", "C", "C", "C", "H", "H", "H", "H", "H", "H", "H", "N", "S", "S"],
  "coordinates": [[0.22110, 0.65002, 0.67418], [1.42371, -0.13396, 1.21616], [1.88784, -1.11876, 0.21679], [1.02361, -1.68270, -0.65039], [-0.84121, -0.27596, 0.04985], [1.48185, 1.03479, -1.30693], [-0.17379, 1.22849, 1.52171], [1.11014, -0.64955, 2.13961], [2.24659, 0.54850, 1.49074], [2.91866, -1.50037, 0.25550], [1.23826, -2.50885, -1.34239], [-1.02226, -1.90390, -1.09559], [-0.31426, -1.33955, -0.63473], [0.69915, 1.83539, -0.59491], [-2.44228, -0.05440, 0.20372]],
  "forces_ev_per_a": [[0.02, -0.51, 0.31], [-0.04, 0.32, 0.27], [0.43, -1.52, -0.97], [0.85, -0.37, 0.51], [0.91, -0.25, 0.59], [0.21, -0.37, -0.11], [-0.33, -0.13, -0.65], [0.10, 0.04, -0.16], [-0.47, -0.11, -0.09], [-0.55, 0.33, -0.16], [0.24, 0.58, 0.39], [0.42, 0.06, 0.02], [-1.27, 0.85, 0.12], [-0.18, 0.91, -0.05], [-0.35, 0.17, -0.02]],
  "lowdin_charge": [-0.6654, -0.2295, -0.1246, -0.1278, -0.8862, -0.1358, 0.0998, 0.1292, 0.1179, 0.1103, 0.1266, 0.1303, -0.0057, 0.7887, 0.6723]
}

3.
{
  "formula": "C24H30ClFN4O5S",
  "method": "wB97M-V/def2-TZVPD",
  "orbital_gap_ev": 9.08,
  "energy_ha": -2486.0027,
  "homo_ev": -8.618,
  "symbols": ["C", "H", "H", "H", "C", "N", "C", "C", "N", "C", "C", "C", "C", "C", "C", "N", "C", "O", "C", "O", "C", "C", "C", "C", "C", "C", "Cl", "H", "F", "H", "H", "H", "H", "H", "H", "S", "O", "O", "N", "C", "H", "C", "H", "O", "C", "H", "C", "H", "H", "H", "H", "H", "H", "H", "C", "C", "H", "H", "H", "H", "H", "H", "H", "H", "H", "H"],
  "coordinates": [[-2.11677, 2.05306, -6.34428], [-2.62956, 2.94928, -6.00619], [-1.88219, 2.15907, -7.40020], [-2.78502, 1.20383, -6.23096], [-0.82862, 1.86729, -5.55042], [-1.05053, 1.99252, -4.11889], [-1.75501, 0.85655, -3.55343], [-2.06699, 1.13606, -2.08659], [-0.81798, 1.35252, -1.36661], [-0.87922, 1.22762, 0.03031], [-0.79854, 2.30300, 0.90832], [-0.86213, 2.10127, 2.27778], [-1.01145, 0.82121, 2.76841], [-1.05802, -0.27516, 1.92812], [-0.97006, -0.07981, 0.55946], [-0.90929, -1.12864, -0.35953], [-0.91125, -2.46206, -0.13731], [-1.09368, -3.01803, 0.92118], [-0.67468, -3.25979, -1.43185], [0.03817, -2.55533, -2.42380], [1.35705, -2.28679, -2.20856], [2.04284, -2.53872, -1.02587], [3.38339, -2.21313, -0.90416], [4.03583, -1.62918, -1.97176], [3.38549, -1.36285, -3.16482], [2.04984, -1.69662, -3.27439], [1.20835, -1.39551, -4.74679], [3.91386, -0.90979, -3.98753], [5.33688, -1.30589, -1.85740], [3.91641, -2.40954, 0.01157], [1.53846, -2.98706, -0.18548], [-0.18962, -4.20924, -1.17878], [-1.64786, -3.47992, -1.88165], [-0.70373, -0.81229, -1.30324], [-1.14677, -1.26462, 2.34260], [-1.14867, 0.53741, 4.52710], [-0.84257, 1.76821, 5.20759], [-2.40196, -0.09438, 4.81335], [0.06053, -0.61123, 4.72413], [-0.19959, -1.66496, 5.68576], [-1.25484, -1.92169, 5.60418], [0.13676, -1.19491, 7.10237], [0.05817, -2.01465, 7.81828], [1.46934, -0.73394, 7.17751], [1.68243, 0.35091, 6.29996], [2.72822, 0.63866, 6.42112], [1.38982, -0.04928, 4.84968], [1.44603, 0.82187, 4.19614], [2.10716, -0.80607, 4.51520], [1.02972, 1.19198, 6.57120], [-0.55702, -0.38810, 7.38316], [0.41772, -2.52717, 5.41432], [-0.81407, 2.92435, 2.97245], [-0.70309, 3.30498, 0.52123], [-0.13468, 2.50430, -1.92050], [0.18255, 2.20769, -3.38535], [0.70390, 3.06360, -3.81912], [0.84966, 1.32853, -3.43847], [0.79167, 2.66834, -1.36705], [-0.75411, 3.41247, -1.87513], [-2.61726, 0.30404, -1.64483], [-2.69846, 2.03603, -2.02773], [-2.69143, 0.71527, -4.09337], [-1.15845, -0.07041, -3.63818], [-0.36659, 0.89855, -5.80577], [-0.12851, 2.65631, -5.83648]],
  "forces_ev_per_a": [[0.25, -0.08, 0.10], [-0.07, 0.10, 0.01], [-0.04, -0.02, -0.13], [-0.11, -0.06, -0.03], [-0.16, 0.08, -0.13], [0.10, 0.00, 0.04], [-0.24, 0.07, 0.17], [-0.22, -0.11, -0.29], [0.11, -0.04, -0.07], [-0.01, 0.00, 0.39], [-0.09, -0.21, -0.20], [-0.01, 0.05, 0.31], [0.06, 0.16, 0.40], [-0.08, -0.18, -0.12], [-0.05, 0.11, 0.36], [-0.08, 0.31, -0.33], [0.12, -0.07, -0.54], [-0.05, -0.15, 0.22], [-0.11, -0.27, 0.25], [-0.02, 0.11, -0.13], [0.28, 0.08, -0.12], [-0.24, -0.02, -0.18], [0.24, 0.13, -0.19], [-0.25, -0.06, 0.04], [0.08, -0.05, 0.23], [-0.12, -0.14, 0.29], [0.00, 0.02, -0.22], [0.04, 0.04, -0.09], [0.00, 0.00, -0.01], [0.08, -0.01, 0.09], [-0.06, -0.07, 0.10], [-0.03, 0.16, 0.05], [0.12, 0.00, 0.10], [0.07, -0.15, 0.12], [0.03, -0.13, -0.08], [0.27, -0.11, -0.38], [0.15, -0.02, -0.23], [0.00, -0.29, -0.08], [-0.88, 0.60, -0.20], [-0.25, -0.17, 0.56], [0.08, -0.21, 0.10], [-0.17, -0.21, -0.15], [-0.10, 0.06, -0.04], [0.13, -0.15, 0.05], [0.06, 0.19, -0.25], [-0.07, 0.05, -0.06], [0.46, 0.31, 0.23], [0.25, 0.00, -0.03], [-0.04, 0.08, -0.03], [0.15, -0.08, 0.01], [0.03, -0.08, 0.05], [-0.05, 0.06, -0.01], [0.03, 0.15, 0.03], [0.01, 0.10, -0.06], [0.35, -0.06, -0.27], [0.04, 0.20, 0.21], [0.01, -0.02, -0.01], [0.00, 0.07, 0.03], [-0.04, 0.03, -0.01], [0.04, -0.01, 0.06], [0.03, 0.02, -0.01], [-0.02, -0.08, 0.05], [-0.01, -0.05, 0.02], [-0.07, 0.03, 0.01], [0.05, 0.09, 0.01], [0.04, -0.08, 0.01]],
  "lowdin_charge": [-0.0860, 0.0771, 0.0704, 0.0605, -0.2617, -0.1764, -0.1708, -0.1365, -0.1177, -0.1644, 0.0067, -0.0491, -0.2686, 0.0261, -0.1239, 0.1605, -0.4575, 0.0895, -0.0801, -0.0922, -0.2952, 0.0067, 0.0088, -0.2782, -0.0208, -0.5739, 0.7579, 0.1222, 0.0645, 0.1231, 0.1175, 0.1431, 0.1463, 0.1251, 0.1116, 0.6824, -0.2882, -0.2717, -0.2374, -0.1657, 0.1154, -0.1822, 0.1288, -0.1273, -0.1886, 0.1287, -0.1660, 0.1218, 0.1326, 0.1150, 0.1310, 0.1338, 0.1130, 0.1118, -0.1563, -0.1756, 0.1231, 0.1113, 0.1315, 0.1275, 0.1258, 0.1351, 0.1176, 0.1010, 0.0925, 0.1148]
}

4.
{
  "formula": "C3AuFO3",
  "method": "wB97M-V/def2-TZVPD",
  "orbital_gap_ev": [6.51, 6.80],
  "energy_ha": -575.4153,
  "homo_ev": [-7.631, -10.226],
  "multiplicity": 3,
  "symbols": ["C", "C", "O", "F", "Au", "O", "C", "O"],
  "coordinates": [[2.00086, -0.30616, -0.26621], [0.80514, -0.56475, -0.61930], [-0.36223, -0.47799, -0.96677], [3.04184, -1.10813, 0.05232], [2.29997, 2.03846, -0.18085], [-1.65897, -0.30023, 1.42654], [-2.15681, -0.13452, 0.37266], [-3.04676, 0.17798, -0.33196]],
  "forces_ev_per_a": [[4.11, 0.83, 1.25], [-5.98, -0.97, -1.79], [4.14, -0.21, 0.70], [-1.84, 1.38, -0.57], [0.04, -1.13, 0.02], [1.01, -0.43, -1.65], [-3.49, 1.31, 2.67], [2.01, -0.78, -0.63]],
  "lowdin_charge": [-0.2258, -0.1637, 0.1002, 0.0386, 0.3312, 0.1753, -0.4450, 0.1891]
}

Question: Number 4 is which compound?
Answer: C3AuFO3

Please write out number 2 again, unchanged.
{
  "formula": "C5H7NS2",
  "method": "wB97M-V/def2-TZVPD",
  "orbital_gap_ev": 8.62,
  "energy_ha": -1045.8389,
  "homo_ev": -8.424,
  "symbols": ["C", "C", "C", "C", "C", "H", "H", "H", "H", "H", "H", "H", "N", "S", "S"],
  "coordinates": [[0.22110, 0.65002, 0.67418], [1.42371, -0.13396, 1.21616], [1.88784, -1.11876, 0.21679], [1.02361, -1.68270, -0.65039], [-0.84121, -0.27596, 0.04985], [1.48185, 1.03479, -1.30693], [-0.17379, 1.22849, 1.52171], [1.11014, -0.64955, 2.13961], [2.24659, 0.54850, 1.49074], [2.91866, -1.50037, 0.25550], [1.23826, -2.50885, -1.34239], [-1.02226, -1.90390, -1.09559], [-0.31426, -1.33955, -0.63473], [0.69915, 1.83539, -0.59491], [-2.44228, -0.05440, 0.20372]],
  "forces_ev_per_a": [[0.02, -0.51, 0.31], [-0.04, 0.32, 0.27], [0.43, -1.52, -0.97], [0.85, -0.37, 0.51], [0.91, -0.25, 0.59], [0.21, -0.37, -0.11], [-0.33, -0.13, -0.65], [0.10, 0.04, -0.16], [-0.47, -0.11, -0.09], [-0.55, 0.33, -0.16], [0.24, 0.58, 0.39], [0.42, 0.06, 0.02], [-1.27, 0.85, 0.12], [-0.18, 0.91, -0.05], [-0.35, 0.17, -0.02]],
  "lowdin_charge": [-0.6654, -0.2295, -0.1246, -0.1278, -0.8862, -0.1358, 0.0998, 0.1292, 0.1179, 0.1103, 0.1266, 0.1303, -0.0057, 0.7887, 0.6723]
}